{
  "formula": "C22H14ClF3IN2OSTa",
  "method": "ωB97M-V with the def2-TZVPD basis set",
  "symbols": ["Ta", "Cl", "C", "C", "C", "I", "C", "O", "C", "N", "C", "C", "C", "C", "H", "H", "H", "H", "F", "C", "F", "F", "C", "C", "C", "C", "N", "C", "S", "H", "H", "H", "C", "C", "C", "C", "C", "C", "C", "H", "H", "H", "H", "H", "H", "H"],
  "positions_angstrom": [[0.037, -0.120, -0.142], [-2.514, 0.215, 6.491], [-1.930, -0.244, 4.948], [-1.848, -1.569, 4.618], [-1.358, -1.976, 3.355], [-1.200, -3.977, 2.845], [-0.976, -1.017, 2.475], [-0.474, -1.207, 1.216], [-1.076, 0.341, 2.773], [-0.696, 1.205, 1.772], [-0.767, 2.503, 2.016], [-1.198, 3.016, 3.245], [-1.586, 2.157, 4.242], [-1.540, 0.766, 4.019], [-2.163, -2.317, 5.332], [-0.477, 3.171, 1.215], [-1.233, 4.086, 3.390], [-1.929, 2.537, 5.195], [-0.811, 1.291, -5.933], [-1.573, 1.413, -4.850], [-2.197, 0.258, -4.638], [-2.493, 2.346, -5.088], [-0.729, 1.845, -3.660], [-0.211, 3.135, -3.687], [0.514, 3.636, -2.612], [0.680, 2.836, -1.513], [0.204, 1.576, -1.485], [-0.483, 1.064, -2.545], [-0.969, -0.626, -2.290], [-0.391, 3.753, -4.560], [0.926, 4.634, -2.631], [1.205, 3.170, -0.629], [2.214, -0.643, 0.110], [2.446, 0.514, 1.003], [2.140, 0.424, 2.373], [2.291, 1.519, 3.203], [2.748, 2.724, 2.682], [3.094, 2.823, 1.336], [2.943, 1.730, 0.500], [2.308, -1.615, 0.587], [2.765, -0.614, -0.828], [1.834, -0.533, 2.782], [2.071, 1.434, 4.260], [2.869, 3.582, 3.332], [3.506, 3.747, 0.951], [3.268, 1.783, -0.533]],
  "lumo_energy_ev": -7.83,
  "largest_force_ev_per_a": 2.6,
  "molar_mass_g_mol": 754.73,
  "total_energy_ev": -69218.34783,
  "charge": 2,
  "gap_ha": 0.2480,
  "multiplicity": 1
}

{
  "formula": "C22H15AuN3O2Se",
  "method": "ωB97M-V with the def2-TZVPD basis set",
  "symbols": ["Au", "O", "C", "O", "C", "C", "C", "N", "C", "C", "C", "C", "C", "C", "C", "N", "C", "C", "C", "C", "C", "N", "H", "H", "H", "H", "H", "H", "H", "H", "H", "H", "Se", "C", "C", "C", "C", "C", "C", "H", "H", "H", "H", "H"],
  "positions_angstrom": [[-0.007, -0.671, 0.171], [1.126, 6.323, 0.023], [-0.009, 5.932, -0.014], [-1.145, 6.319, 0.018], [-0.006, 4.248, -0.140], [-1.212, 3.581, -0.143], [-1.173, 2.182, -0.138], [-0.006, 1.555, -0.146], [1.162, 2.182, -0.142], [1.201, 3.582, -0.151], [2.353, 1.313, -0.092], [3.652, 1.815, -0.036], [4.723, 0.934, -0.010], [4.481, -0.430, -0.040], [3.163, -0.854, -0.064], [2.143, -0.014, -0.090], [-2.364, 1.316, -0.089], [-3.663, 1.818, -0.038], [-4.736, 0.942, -0.007], [-4.495, -0.423, -0.022], [-3.177, -0.850, -0.044], [-2.158, -0.011, -0.076], [-2.124, 4.156, -0.124], [2.115, 4.154, -0.143], [3.828, 2.878, -0.002], [5.733, 1.311, 0.031], [5.288, -1.146, -0.031], [2.910, -1.905, -0.066], [-3.837, 2.880, -0.015], [-5.746, 1.318, 0.030], [-5.299, -1.140, -0.005], [-2.928, -1.903, -0.035], [0.025, -2.701, 1.679], [0.018, -4.347, 0.700], [-1.185, -4.886, 0.248], [-1.178, -6.102, -0.408], [0.016, -6.783, -0.600], [1.208, -6.254, -0.129], [1.216, -5.039, 0.526], [-2.115, -4.368, 0.437], [-2.099, -6.532, -0.770], [0.023, -7.732, -1.111], [2.130, -6.796, -0.273], [2.133, -4.626, 0.926]],
  "lumo_energy_ev": [-4.07, -7.01],
  "largest_force_ev_per_a": 3.1,
  "molar_mass_g_mol": 629.31,
  "total_energy_ev": -100652.68253,
  "charge": 1,
  "gap_ha": [0.2184, 0.1103],
  "multiplicity": 3
}

{
  "formula": "C22H15BiBrN3O4Se4",
  "method": "ωB97M-V with the def2-TZVPD basis set",
  "symbols": ["Bi", "Se", "Se", "Se", "Se", "C", "O", "C", "C", "C", "Br", "C", "C", "C", "O", "C", "N", "C", "C", "C", "C", "C", "C", "N", "H", "H", "H", "H", "H", "H", "H", "H", "H", "H", "H", "O", "C", "N", "C", "O", "C", "C", "C", "C", "C", "C", "H", "H", "H", "H"],
  "positions_angstrom": [[-2.426, 0.283, 0.021], [-3.183, -2.077, 0.951], [-5.455, -1.998, 0.422], [-5.972, -0.129, 1.659], [-4.813, 1.455, 0.372], [-2.713, 0.460, 3.784], [-1.589, 0.409, 2.909], [-0.366, 0.255, 3.481], [-0.145, 0.186, 4.843], [1.156, 0.037, 5.317], [1.444, -0.050, 7.187], [2.224, -0.044, 4.462], [2.009, 0.020, 3.079], [0.714, 0.170, 2.581], [0.428, 0.242, 1.272], [3.119, -0.063, 2.132], [2.967, 0.023, 0.831], [4.234, -0.103, 0.288], [4.650, -0.085, -1.041], [5.999, -0.238, -1.291], [6.923, -0.407, -0.249], [6.525, -0.427, 1.074], [5.166, -0.271, 1.318], [4.425, -0.243, 2.484], [-2.643, 1.323, 4.450], [-2.793, -0.461, 4.363], [-3.590, 0.555, 3.150], [-0.962, 0.248, 5.544], [3.220, -0.155, 4.867], [1.290, 0.216, 0.772], [3.934, 0.046, -1.841], [6.355, -0.229, -2.313], [7.971, -0.525, -0.488], [7.240, -0.557, 1.876], [4.779, -0.347, 3.417], [-1.980, 2.036, -2.473], [-2.530, 1.044, -2.908], [-2.893, -0.036, -2.125], [-3.531, -1.013, -2.892], [-3.952, -2.071, -2.502], [-3.562, -0.490, -4.300], [-4.078, -1.050, -5.449], [-3.959, -0.315, -6.624], [-3.343, 0.935, -6.634], [-2.825, 1.490, -5.467], [-2.949, 0.750, -4.310], [-4.556, -2.021, -5.428], [-4.353, -0.716, -7.549], [-3.268, 1.481, -7.565], [-2.346, 2.460, -5.461]],
  "lumo_energy_ev": -0.21,
  "largest_force_ev_per_a": 0.1,
  "molar_mass_g_mol": 990.10,
  "total_energy_ev": -372989.01108,
  "gap_ha": 0.2865,
  "multiplicity": 1
}

{
  "formula": "C22H15Br2N5O5RuS2",
  "method": "ωB97M-V with the def2-TZVPD basis set",
  "symbols": ["Ru", "S", "C", "N", "N", "C", "C", "C", "C", "C", "C", "N", "N", "C", "C", "C", "C", "C", "C", "H", "H", "H", "H", "H", "H", "H", "H", "H", "H", "H", "Br", "C", "C", "C", "Br", "C", "C", "C", "C", "N", "C", "C", "O", "H", "H", "H", "H", "O", "S", "O", "O", "O"],
  "positions_angstrom": [[1.112, 1.453, 0.679], [1.126, 1.388, 3.012], [0.204, -0.055, 3.103], [-0.058, -0.558, 4.304], [-1.006, -1.501, 4.366], [-2.216, -1.622, 3.649], [-2.928, -2.810, 3.771], [-4.146, -2.972, 3.124], [-4.675, -1.946, 2.354], [-3.976, -0.745, 2.264], [-2.760, -0.574, 2.907], [-0.252, -0.757, 2.012], [0.169, -0.348, 0.908], [-0.350, -1.159, -0.165], [0.498, -1.519, -1.197], [0.026, -2.305, -2.238], [-1.294, -2.740, -2.245], [-2.135, -2.392, -1.195], [-1.661, -1.611, -0.149], [-0.867, -2.135, 5.128], [-2.516, -3.618, 4.370], [-4.685, -3.908, 3.226], [-5.623, -2.071, 1.843], [-4.383, 0.078, 1.686], [-2.242, 0.377, 2.848], [1.536, -1.216, -1.159], [0.697, -2.588, -3.041], [-1.660, -3.349, -3.063], [-3.164, -2.733, -1.182], [-2.305, -1.330, 0.676], [6.012, 0.404, 0.126], [4.727, 0.955, -1.140], [5.131, 1.303, -2.447], [4.225, 1.679, -3.381], [4.841, 2.122, -5.130], [2.847, 1.718, -3.078], [1.803, 2.037, -3.978], [0.535, 2.030, -3.547], [0.245, 1.685, -2.206], [1.162, 1.329, -1.374], [2.462, 1.388, -1.765], [3.412, 1.014, -0.747], [2.995, 0.705, 0.441], [6.180, 1.261, -2.709], [2.030, 2.287, -5.007], [-0.272, 2.311, -4.214], [-0.762, 1.679, -1.811], [0.042, 5.073, 1.108], [0.369, 3.963, 0.254], [0.281, 4.236, -1.172], [-0.491, 2.709, 0.601], [1.760, 3.379, 0.581]],
  "lumo_energy_ev": [1.39, 1.24],
  "largest_force_ev_per_a": 2.5,
  "molar_mass_g_mol": 754.40,
  "total_energy_ev": -205085.24809,
  "charge": -1,
  "gap_ha": [0.2346, 0.2218],
  "multiplicity": 2
}

{
  "formula": "C22H15BrCl2IrN3O4S2",
  "method": "ωB97M-V with the def2-TZVPD basis set",
  "symbols": ["Ir", "C", "S", "C", "S", "N", "N", "C", "C", "C", "C", "C", "C", "N", "H", "H", "H", "H", "H", "H", "H", "H", "Cl", "C", "C", "C", "Cl", "C", "O", "C", "C", "O", "C", "H", "H", "H", "Br", "C", "C", "C", "C", "C", "C", "C", "O", "O", "H", "H", "H", "H"],
  "positions_angstrom": [[0.194, 1.557, 0.199], [-1.969, 4.994, 3.922], [-2.659, 3.296, 3.752], [-1.327, 2.499, 3.284], [0.795, 3.653, 0.688], [-0.596, 1.592, 3.008], [0.227, 1.049, 2.212], [1.025, 0.043, 2.601], [2.010, -0.388, 1.688], [2.814, -1.533, 1.864], [3.702, -1.885, 0.868], [3.816, -1.086, -0.268], [3.017, 0.045, -0.364], [2.148, 0.371, 0.571], [-2.815, 5.650, 4.111], [-1.476, 5.274, 2.995], [-1.280, 5.027, 4.762], [0.872, -0.426, 3.563], [2.713, -2.125, 2.760], [4.307, -2.775, 0.971], [4.506, -1.328, -1.060], [3.077, 0.708, -1.218], [-3.875, 1.542, -5.959], [-2.710, 1.590, -4.713], [-1.351, 1.637, -5.040], [-0.414, 1.706, -4.040], [1.244, 1.707, -4.410], [-0.778, 1.792, -2.642], [0.148, 1.979, -1.804], [-2.188, 1.681, -2.346], [-2.669, 1.695, -0.983], [-2.059, 2.053, 0.020], [-3.112, 1.578, -3.382], [-1.035, 1.626, -6.072], [-3.705, 1.339, -0.865], [-4.164, 1.535, -3.145], [0.986, -1.969, -2.239], [0.661, -3.071, -0.729], [1.268, -4.319, -0.708], [1.040, -5.178, 0.353], [0.210, -4.795, 1.395], [-0.378, -3.544, 1.376], [-0.155, -2.665, 0.319], [-0.720, -1.270, 0.462], [-1.443, -1.005, 1.410], [-0.316, -0.419, -0.400], [1.904, -4.616, -1.526], [1.508, -6.150, 0.358], [0.019, -5.466, 2.221], [-1.016, -3.208, 2.182]],
  "lumo_energy_ev": [-3.73, -6.32],
  "largest_force_ev_per_a": 2.0,
  "molar_mass_g_mol": 792.54,
  "total_energy_ev": -155303.62909,
  "charge": 1,
  "gap_ha": [0.2086, 0.1745],
  "multiplicity": 6
}